# 1
{
  "formula": "C30H32Cl5HfN8O5S",
  "method": "wB97M-V/def2-TZVPD",
  "lumo_energy_ev": -2.542,
  "gap_ha": 0.295,
  "charge": 1,
  "elements": ["Hf", "Cl", "Cl", "Cl", "Cl", "Cl", "S", "O", "O", "O", "O", "O", "N", "N", "N", "N", "N", "N", "N", "N", "C", "C", "C", "C", "C", "C", "C", "C", "C", "C", "C", "C", "C", "C", "C", "C", "C", "C", "C", "C", "C", "C", "C", "C", "C", "C", "C", "C", "C", "C", "H", "H", "H", "H", "H", "H", "H", "H", "H", "H", "H", "H", "H", "H", "H", "H", "H", "H", "H", "H", "H", "H", "H", "H", "H", "H", "H", "H", "H", "H", "H", "H"],
  "positions_angstrom": [[0.648, 0.459, 0.028], [-3.237, 6.084, -0.298], [-0.119, 2.666, -3.061], [-2.414, 4.676, 2.369], [-0.422, 2.270, 2.291], [-2.062, 5.077, -3.001], [2.700, 2.091, 0.929], [-1.307, -0.071, 0.619], [0.242, -1.350, 3.578], [2.047, 0.104, -1.374], [1.278, -0.346, 1.878], [4.559, 0.398, -2.506], [-1.962, -0.435, -1.552], [-1.802, -2.381, 5.393], [0.748, -2.066, 0.122], [2.941, 2.940, -1.647], [-2.694, -0.819, 3.948], [-0.586, -0.289, -1.778], [4.748, 3.104, -0.456], [-2.318, -2.962, 3.213], [-5.900, -1.047, 0.002], [1.121, -0.485, -3.491], [-0.226, -0.577, -2.976], [3.898, 3.497, -2.599], [4.935, -0.448, -1.417], [-1.788, 4.126, 0.865], [-0.402, 2.518, -0.374], [-3.990, 0.563, 1.212], [-0.919, 3.047, 0.803], [3.479, -0.010, -3.246], [-2.234, -2.048, 4.173], [-2.219, -0.272, -0.298], [0.592, -1.307, 2.412], [-5.305, 0.600, 1.652], [3.650, -0.224, -4.601], [0.495, -3.837, 1.899], [3.468, 2.720, -0.451], [-1.679, -4.282, 3.250], [-4.590, -1.074, -0.453], [1.322, -0.707, -4.860], [-6.258, -0.213, 1.053], [5.206, 3.524, -1.778], [-2.156, 4.752, -0.325], [-1.633, 4.294, -1.533], [-0.148, -4.274, 3.218], [0.179, -2.416, 1.429], [2.204, -0.134, -2.668], [-3.628, -0.278, 0.161], [2.575, -0.572, -5.416], [-0.775, 3.194, -1.526], [-7.284, -0.186, 1.396], [1.750, -2.241, 0.103], [0.243, -3.657, 4.027], [-2.034, -4.813, 4.136], [0.166, -5.301, 3.422], [5.350, 2.913, 0.325], [3.587, 4.494, -2.912], [-5.590, 1.272, 2.451], [-2.516, -0.097, 4.626], [-0.897, -2.307, 1.312], [4.915, -1.496, -1.725], [-2.076, -4.832, 2.396], [-4.304, -1.701, -1.287], [0.473, -0.970, -5.478], [-1.478, -1.642, 5.995], [1.580, -3.949, 1.989], [3.982, 2.859, -3.477], [2.728, -0.736, -6.473], [0.179, -4.524, 1.106], [-1.325, -3.258, 5.510], [0.327, -2.608, -0.625], [5.935, 2.817, -2.172], [-1.009, -0.893, -3.663], [-2.759, -2.667, 2.356], [4.647, -0.113, -5.010], [5.648, 4.518, -1.741], [-2.825, -0.500, 2.996], [4.285, -0.296, -0.556], [5.957, -0.177, -1.160], [-6.647, -1.670, -0.471], [-3.240, 1.216, 1.649], [1.972, 2.768, -1.860]],
  "forces_ev_per_a": [[0.7, -0.3, 0.1], [0.0, 0.0, 0.0], [0.0, 0.0, 0.0], [0.0, 0.0, 0.0], [0.0, 0.0, 0.0], [0.0, 0.0, 0.0], [-0.1, -0.1, 0.0], [-0.2, 0.1, 0.1], [0.1, -0.1, 0.0], [-0.1, 0.1, 0.0], [-0.2, 0.1, 0.0], [0.0, 0.0, 0.0], [0.0, 0.0, 0.0], [0.0, 0.0, 0.0], [0.0, 0.1, 0.0], [0.0, 0.1, 0.0], [0.0, 0.0, 0.0], [-0.1, 0.0, -0.1], [0.0, 0.0, 0.0], [0.0, 0.0, 0.0], [0.0, 0.0, 0.0], [0.0, 0.0, 0.0], [0.0, 0.0, 0.0], [0.0, 0.0, 0.0], [0.0, 0.0, 0.0], [0.0, 0.0, 0.0], [-0.1, 0.0, 0.0], [0.0, 0.0, 0.0], [0.0, 0.0, 0.0], [0.0, 0.0, 0.0], [0.0, 0.0, 0.0], [0.0, 0.0, 0.0], [0.0, 0.0, 0.0], [0.0, 0.0, 0.0], [0.0, 0.0, 0.0], [0.0, 0.0, 0.0], [0.0, 0.0, 0.0], [0.0, 0.0, 0.0], [0.0, 0.0, 0.0], [0.0, 0.0, 0.0], [0.0, 0.0, 0.0], [0.0, 0.0, 0.0], [0.0, 0.0, 0.0], [0.0, 0.0, 0.0], [0.0, 0.0, 0.0], [0.0, 0.0, 0.0], [0.0, 0.0, 0.0], [0.0, 0.0, 0.0], [0.0, 0.0, 0.0], [0.0, 0.0, 0.0], [0.0, 0.0, 0.0], [0.0, 0.0, 0.0], [0.0, 0.0, 0.0], [0.0, 0.0, 0.0], [0.0, 0.0, 0.0], [0.0, 0.0, 0.0], [0.0, 0.0, 0.0], [0.0, 0.0, 0.0], [0.0, 0.0, 0.0], [0.0, 0.0, 0.0], [0.0, 0.0, 0.0], [0.0, 0.0, 0.0], [0.0, 0.0, 0.0], [0.0, 0.0, 0.0], [0.0, 0.0, 0.0], [0.0, 0.0, 0.0], [0.0, 0.0, 0.0], [0.0, 0.0, 0.0], [0.0, 0.0, 0.0], [0.0, 0.0, 0.0], [0.0, 0.0, 0.0], [0.0, 0.0, 0.0], [0.0, 0.0, 0.0], [0.0, 0.0, 0.0], [0.0, 0.0, 0.0], [0.0, 0.0, 0.0], [0.0, 0.0, 0.0], [0.0, 0.0, 0.0], [0.0, 0.0, 0.0], [0.0, 0.0, 0.0], [0.0, 0.0, 0.0], [0.0, 0.0, 0.0]],
  "mulliken_charge": [-0.169, -0.182, -0.208, -0.176, -0.166, -0.188, -0.449, 0.320, -0.642, 0.392, -0.737, -0.318, -1.414, -0.424, -0.427, 0.160, -0.317, 0.954, -0.121, -0.003, -0.743, 0.966, -0.855, -0.507, -0.713, -0.214, -0.717, -0.335, 0.717, -0.473, 0.683, 0.859, 0.350, -0.790, -0.349, -1.094, 0.376, -1.241, -0.467, -1.270, -0.481, -0.438, 0.644, -0.445, -0.488, 0.861, 1.273, 0.183, -0.812, 1.111, 0.421, 0.230, 0.344, 0.396, 0.440, 0.243, 0.449, 0.436, 0.244, -0.529, 0.350, 0.471, 0.473, 0.454, 0.248, 0.386, 0.184, 0.428, 0.349, 0.245, 0.374, 0.238, 0.409, 0.224, 0.525, 0.328, 0.000, 0.129, 0.240, 0.420, 0.612, -0.237]
}

---

# 2
{
  "formula": "C30H32F3IrN4O5",
  "method": "wB97M-V/def2-TZVPD",
  "lumo_energy_ev": [-2.821, -4.824],
  "spin_multiplicity": 2,
  "gap_ha": [0.290, 0.232],
  "charge": 1,
  "elements": ["Ir", "F", "F", "F", "O", "O", "O", "O", "O", "N", "N", "N", "N", "C", "C", "C", "C", "C", "C", "C", "C", "C", "C", "C", "C", "C", "C", "C", "C", "C", "C", "C", "C", "C", "C", "C", "C", "C", "C", "C", "C", "C", "C", "H", "H", "H", "H", "H", "H", "H", "H", "H", "H", "H", "H", "H", "H", "H", "H", "H", "H", "H", "H", "H", "H", "H", "H", "H", "H", "H", "H", "H", "H", "H", "H"],
  "positions_angstrom": [[-0.198, -0.034, -0.082], [5.216, 0.395, -5.358], [6.036, -1.220, -4.172], [6.458, 0.834, -3.639], [-1.388, 1.981, 3.136], [1.845, -0.071, 1.408], [-0.457, 1.479, 1.203], [-0.560, -1.410, 1.300], [-1.622, -1.492, 3.235], [-0.538, 1.977, -1.311], [2.050, -0.011, -1.536], [-0.479, -1.999, -1.131], [-2.034, 0.000, -0.529], [1.858, -1.106, 2.429], [-2.307, -3.618, -0.579], [-2.643, 1.254, -0.324], [5.514, 0.013, -4.113], [-2.696, -1.227, -0.567], [-0.610, 1.968, -2.789], [-3.840, 1.511, 0.329], [3.250, 0.709, 3.091], [0.739, 0.867, 3.207], [0.499, 2.967, -0.928], [-3.672, -3.821, -0.405], [-4.546, -2.743, -0.448], [-1.842, -2.330, -0.707], [4.294, 0.023, -3.221], [-0.500, -2.001, -2.616], [3.165, -0.831, 3.166], [0.649, -0.706, 3.269], [3.305, -0.004, -1.052], [-4.074, -1.445, -0.546], [-0.480, 1.469, 2.540], [4.439, 0.008, -1.846], [-2.331, 3.614, -0.727], [3.018, 0.025, -3.747], [-4.295, 2.818, 0.413], [1.947, 0.006, -2.870], [-3.567, 3.861, -0.137], [0.538, -2.991, -0.714], [-1.863, 2.322, -0.783], [-0.627, -1.209, 2.630], [1.975, 1.052, 2.327], [-1.163, -1.217, -2.978], [-1.734, 4.436, -1.099], [-4.376, 0.723, 0.834], [1.524, -2.566, -0.893], [0.506, -1.867, -2.990], [-3.940, 4.874, -0.079], [3.133, -1.209, 4.187], [1.783, -2.086, 1.968], [0.682, -1.104, 4.281], [4.134, 1.034, 2.545], [0.414, -3.213, 0.340], [-5.613, -2.910, -0.396], [0.413, 3.866, -1.543], [-4.769, -0.624, -0.623], [-4.053, -4.825, -0.282], [2.847, 0.050, -4.814], [0.949, 0.007, -3.270], [3.396, -0.010, 0.018], [0.378, 1.815, -3.203], [-5.217, 3.021, 0.939], [0.838, 1.335, 4.184], [1.479, 2.524, -1.100], [-0.870, -2.966, -2.969], [-1.295, 1.189, -3.121], [3.262, 1.184, 4.070], [4.003, -1.302, 2.656], [0.440, -3.906, -1.301], [0.385, 3.224, 0.118], [5.418, 0.016, -1.387], [-1.634, -4.462, -0.636], [1.998, 1.986, 1.774], [-0.980, 2.933, -3.145]],
  "forces_ev_per_a": [[-1.0, -0.2, 0.6], [0.0, 0.0, 0.0], [0.0, 0.0, 0.0], [0.0, 0.0, 0.0], [0.1, 0.1, 0.3], [0.1, 0.0, -0.2], [0.3, 0.1, 0.3], [0.2, -0.1, 0.3], [0.1, 0.0, 0.3], [0.4, -0.4, -0.1], [1.0, 0.1, -0.3], [0.5, 0.4, -0.2], [-0.9, -0.1, 1.1], [0.1, -0.1, 0.0], [-0.1, 0.0, -0.1], [0.2, 0.1, -0.6], [-0.1, 0.0, 0.1], [0.2, 0.1, -0.4], [-0.3, 0.0, 0.0], [0.0, 0.0, 0.0], [0.0, 0.0, 0.1], [-0.1, -0.2, 0.0], [0.0, 0.1, 0.0], [0.0, 0.0, 0.0], [0.0, 0.0, 0.0], [0.1, 0.0, 0.1], [0.0, 0.0, 0.0], [-0.2, -0.1, 0.0], [0.0, 0.0, 0.0], [0.0, 0.1, 0.1], [-0.1, 0.0, -0.2], [0.0, 0.0, 0.0], [-0.3, 0.1, -0.6], [0.0, 0.0, 0.1], [0.0, 0.0, 0.1], [0.0, 0.0, -0.1], [0.0, 0.0, 0.0], [0.0, 0.0, 0.1], [0.0, 0.0, 0.0], [0.0, -0.1, 0.1], [0.1, -0.1, -0.1], [-0.3, -0.1, -0.5], [0.1, 0.0, 0.0], [0.0, 0.0, 0.0], [0.0, 0.0, 0.0], [0.0, 0.0, 0.0], [0.0, 0.0, 0.0], [0.0, 0.0, 0.0], [0.0, 0.0, 0.0], [0.0, 0.0, 0.0], [0.0, 0.0, -0.1], [0.0, 0.2, 0.1], [0.0, 0.0, 0.0], [0.0, 0.0, 0.0], [0.0, 0.0, 0.0], [0.0, 0.0, 0.0], [0.0, 0.0, 0.1], [0.0, 0.0, 0.0], [0.0, 0.0, 0.0], [0.0, 0.0, 0.0], [0.0, 0.0, 0.1], [0.0, 0.1, 0.0], [0.0, 0.0, 0.0], [0.0, -0.2, 0.1], [0.0, 0.0, 0.0], [0.0, 0.0, 0.0], [0.0, 0.0, 0.0], [0.0, 0.0, 0.0], [0.0, 0.0, 0.0], [0.0, 0.0, 0.0], [0.0, 0.0, 0.0], [0.0, 0.0, 0.0], [0.0, 0.0, 0.0], [0.0, -0.1, -0.1], [0.0, 0.0, 0.0]],
  "mulliken_spin": [0.261, 0.000, 0.000, 0.000, -0.002, 0.039, 0.013, 0.012, 0.000, 0.009, 0.024, 0.005, 0.338, -0.003, -0.056, -0.039, 0.001, -0.061, -0.001, 0.085, 0.000, 0.001, 0.004, 0.112, -0.045, 0.105, 0.000, 0.009, 0.000, -0.001, 0.000, 0.123, -0.003, 0.001, -0.034, -0.005, -0.029, 0.005, 0.068, 0.003, 0.069, 0.001, -0.002, 0.000, 0.000, -0.002, -0.001, 0.000, 0.002, 0.000, 0.000, 0.000, 0.000, -0.003, 0.000, -0.001, 0.001, 0.003, 0.000, 0.001, 0.000, 0.000, 0.000, 0.000, -0.003, -0.002, 0.002, 0.000, 0.000, 0.000, -0.001, 0.001, -0.001, -0.001, -0.001]
}

---

# 3
{
  "formula": "C30H32LiN2O3",
  "method": "wB97M-V/def2-TZVPD",
  "lumo_energy_ev": 1.941,
  "gap_ha": 0.065,
  "charge": -1,
  "elements": ["O", "O", "O", "N", "N", "C", "C", "C", "C", "C", "C", "C", "C", "C", "C", "C", "C", "C", "C", "C", "C", "C", "C", "C", "C", "C", "C", "C", "C", "C", "C", "C", "C", "C", "C", "Li", "H", "H", "H", "H", "H", "H", "H", "H", "H", "H", "H", "H", "H", "H", "H", "H", "H", "H", "H", "H", "H", "H", "H", "H", "H", "H", "H", "H", "H", "H", "H", "H"],
  "positions_angstrom": [[2.793, -2.368, 2.102], [-6.328, 2.206, 1.024], [5.184, 2.799, 1.397], [-1.330, -2.337, 0.711], [-4.699, -0.026, 1.212], [3.578, -0.280, 0.096], [-3.620, -0.873, 1.104], [4.605, 0.560, 0.533], [-2.543, -0.806, 2.041], [2.671, 0.354, -2.812], [2.623, -4.149, 0.505], [0.594, -0.759, -1.742], [3.204, 1.518, -3.402], [6.560, 2.677, 0.995], [-3.528, -1.785, 0.039], [1.358, 0.359, -2.366], [-0.834, 0.990, -2.346], [-0.070, -3.040, 0.405], [2.235, 0.087, 0.264], [4.280, 1.816, 1.103], [-2.386, -2.525, -0.130], [-6.032, 1.716, 2.332], [1.053, -0.791, -0.161], [1.936, 1.286, 0.883], [2.248, -2.797, 1.066], [1.058, 2.625, -3.109], [0.503, 1.434, -2.645], [-6.677, 1.119, 0.165], [-4.754, 0.901, 2.334], [2.402, 2.689, -3.460], [2.914, 2.116, 1.349], [-1.436, -1.571, 1.811], [1.115, -2.145, 0.381], [-0.810, -0.303, -1.938], [-5.571, 0.061, 0.049], [4.040, 1.552, -1.321], [0.899, -1.820, -2.028], [-6.830, 1.594, -0.825], [-4.699, 0.330, 3.271], [0.108, -0.279, 0.302], [0.388, 3.467, -3.310], [2.841, 3.612, -3.882], [0.856, 1.561, 1.006], [5.637, 0.228, 0.470], [6.656, 2.624, -0.096], [3.292, -0.559, -2.727], [-4.337, -1.933, -0.688], [2.015, -4.907, 0.998], [-2.569, -0.155, 2.912], [4.214, 1.520, -3.841], [-4.992, 0.300, -0.869], [2.483, -4.247, -0.583], [7.008, 3.595, 1.382], [-1.699, 1.623, -2.458], [0.111, -3.792, 1.211], [-7.604, 0.626, 0.503], [-0.166, -3.587, -0.542], [3.845, -1.233, -0.371], [-6.070, -0.913, -0.118], [7.020, 1.782, 1.466], [-6.850, 1.109, 2.748], [2.676, 3.029, 1.906], [-2.227, -3.229, -0.946], [-3.892, 1.589, 2.299], [-5.883, 2.632, 2.923], [3.654, -4.322, 0.740], [-1.664, -0.972, -1.818], [-0.557, -1.582, 2.494]],
  "forces_ev_per_a": [[0.8, -0.3, -1.0], [-0.3, -0.8, 0.2], [0.1, -0.1, 0.2], [1.0, -0.8, -1.4], [-1.0, 0.0, 0.1], [-0.4, -0.1, 0.0], [0.3, 0.7, -0.2], [0.2, 0.8, 0.4], [0.2, -0.5, -0.1], [0.2, -0.6, 0.2], [-0.2, -0.3, -0.1], [1.5, -1.0, 0.0], [0.6, 0.8, 0.0], [-0.6, -0.5, 0.6], [0.1, -0.7, -0.4], [0.7, -0.9, -1.3], [0.1, 0.2, -0.1], [0.8, -0.4, -0.1], [-0.6, -1.1, -0.7], [-0.4, -0.4, -0.2], [-1.0, -0.2, 0.0], [0.2, 0.5, -0.3], [-2.2, 1.4, 1.8], [-1.6, -0.1, 0.1], [-1.6, 1.8, 0.3], [0.0, 1.0, -0.7], [0.2, -0.5, 0.9], [0.2, 0.4, -0.1], [0.1, 0.0, -0.5], [0.1, -0.1, -0.4], [1.8, 1.1, 0.3], [0.4, 0.6, 1.6], [1.8, -1.1, 1.0], [-0.6, -0.7, 0.2], [-0.1, 0.4, -0.1], [-0.4, 0.0, -0.2], [-0.6, 1.5, -0.2], [-0.1, -0.5, 0.5], [0.0, 0.2, -0.1], [1.5, -0.2, -0.6], [0.4, -0.1, 0.2], [-0.4, -0.6, 0.3], [1.2, -0.3, -0.1], [-0.1, 0.2, -0.1], [0.0, 0.0, 0.1], [-0.5, 0.5, -0.1], [0.5, 0.1, 0.5], [0.0, -0.3, 0.1], [0.0, -0.3, -0.2], [-0.6, 0.0, 0.2], [0.1, -0.2, 0.4], [-0.1, 0.2, 0.4], [0.2, -0.3, -0.2], [-0.3, -0.1, -0.1], [-0.4, 0.2, -0.6], [0.1, 0.4, 0.0], [-1.0, -0.2, -0.1], [-0.2, 0.3, 0.3], [0.2, 0.3, 0.0], [-0.1, 0.5, -0.3], [-0.1, 0.2, -0.2], [0.1, -0.2, -0.4], [-0.1, 0.2, 0.3], [-0.1, -0.1, 0.0], [-0.1, -0.5, 0.1], [0.6, -0.3, 0.2], [0.2, 0.5, 0.3], [-0.7, 0.1, -0.8]],
  "mulliken_charge": [-0.714, -0.355, -0.286, 0.986, 0.242, -0.744, 1.017, -0.625, -0.619, -0.949, -1.666, 0.865, -0.252, -0.718, 0.099, 0.320, -1.234, -1.521, 0.482, 0.443, -1.236, -0.753, 1.753, -0.307, -0.382, -0.699, 0.101, -0.639, -0.704, -0.756, -0.712, -0.652, 0.061, -1.217, -0.533, 0.499, 0.778, 0.310, 0.400, -0.313, 0.393, 0.325, 0.334, 0.239, 0.215, 0.200, 0.219, 0.357, 0.301, 0.648, 0.364, 0.293, 0.270, 0.467, 0.286, 0.299, 0.193, 0.395, 0.262, 0.288, 0.345, 0.386, 0.234, 0.381, 0.338, 0.474, 0.459, 0.265]
}

---

Calculated values (eV Å⁻¹) of largest force on an atom for the records, taken in order: 0.75, 1.36, 3.20.
Calculated values (kcal/mol) of ΔE to the lowest compared entry with this formula, charge and spin for the records, taken in order: 0.0, 0.0, 59.1.